[1]
Computed, not measured: a 5-piece molecular cluster, C20H60N11O7P3 overall, with the ωB97M-V functional and the def2-TZVPD basis.

Last column: Löwdin charge in e.
Positions of all 101 atoms, in Å:
O (-6.400001, 1.959990, 0.237874)  -0.308
P (-6.565461, 0.652630, -0.458206)  0.624
N (-5.207221, -0.435360, -0.638786)  -0.311
C (-4.029181, -0.301020, 0.104414)  -0.155
C (-5.137221, -1.412160, -1.782376)  -0.112
N (-7.124121, 0.840050, -2.067196)  -0.324
C (-6.090281, 1.233080, -3.033086)  -0.122
C (-8.491561, 1.172620, -2.447906)  -0.115
N (-7.688531, -0.424670, 0.283154)  -0.309
C (-8.668321, 0.032680, 1.278834)  -0.129
C (-8.033121, -1.722980, -0.318046)  -0.119
H (-4.300371, -0.115800, 1.143764)  0.072
H (-3.515401, 0.596870, -0.238996)  0.074
H (-3.376001, -1.173550, 0.092484)  0.084
H (-4.326961, -1.096320, -2.439496)  0.080
H (-6.029051, -1.580020, -2.386166)  0.064
H (-4.893711, -2.386140, -1.357916)  0.072
H (-6.284901, 0.534960, -3.847246)  0.076
H (-6.157951, 2.245210, -3.431976)  0.078
H (-5.061911, 1.022560, -2.739436)  0.075
H (-9.230581, 0.821290, -1.727826)  0.067
H (-8.527831, 2.258370, -2.537006)  0.078
H (-8.798011, 0.756990, -3.407816)  0.075
H (-8.715731, -0.540170, 2.204954)  0.078
H (-8.326601, 1.023480, 1.578234)  0.062
H (-9.598161, 0.178650, 0.729114)  0.069
H (-7.262711, -2.490240, -0.394716)  0.069
H (-8.445791, -1.564510, -1.314386)  0.064
H (-8.844901, -2.135480, 0.281084)  0.071
O (4.741739, -0.817400, -1.604856)  -0.281
P (5.454089, 0.324240, -2.220876)  0.602
N (7.070719, -0.124560, -2.831436)  -0.292
C (8.120109, -0.507370, -1.833256)  -0.103
C (7.236389, -0.650100, -4.177116)  -0.145
N (5.752899, 1.632090, -1.275236)  -0.322
C (4.760509, 2.081500, -0.277376)  -0.085
C (6.926079, 2.444690, -1.336846)  -0.149
N (4.712819, 1.061210, -3.622656)  -0.304
C (3.242619, 0.937780, -3.863546)  -0.097
C (5.305609, 2.297110, -4.232826)  -0.109
H (7.720899, -1.193920, -1.086676)  0.074
H (8.511759, 0.343600, -1.275956)  0.047
H (8.918179, -1.102820, -2.276666)  0.074
H (7.612059, -1.672170, -4.128686)  0.071
H (8.018109, -0.135790, -4.736136)  0.067
H (6.293289, -0.542120, -4.712836)  0.071
H (5.185799, 2.492080, 0.638404)  0.076
H (4.148729, 2.900990, -0.654546)  0.084
H (4.199879, 1.171790, -0.062376)  0.059
H (6.646029, 3.493180, -1.235176)  0.084
H (7.665799, 2.112690, -0.608366)  0.076
H (7.215779, 2.498730, -2.386246)  0.064
H (3.048399, 1.099020, -4.923906)  0.073
H (3.008669, -0.113410, -3.695096)  0.072
H (2.705449, 1.599300, -3.183876)  0.072
H (4.802919, 2.470990, -5.184226)  0.075
H (6.338549, 2.087050, -4.510356)  0.059
H (5.288039, 3.155810, -3.561676)  0.068
O (0.686909, -1.023290, 2.506324)  -0.276
P (0.836869, -0.204220, 3.747324)  0.580
N (-0.576751, 0.611610, 4.165944)  -0.296
C (-1.576101, 0.921010, 3.164224)  -0.112
C (-0.779541, 1.374900, 5.448094)  -0.115
N (2.074049, 1.022010, 3.619104)  -0.298
C (2.952219, 0.958140, 2.450884)  -0.121
C (2.530179, 1.849720, 4.744214)  -0.132
N (1.294959, -1.141870, 5.106084)  -0.292
C (0.298689, -2.310340, 5.458474)  -0.075
C (2.708669, -1.567600, 5.208914)  -0.120
H (-1.057661, 1.330140, 2.297084)  0.078
H (-2.233971, 1.734680, 3.469574)  0.077
H (-2.190491, 0.047410, 2.946394)  0.080
H (-0.287911, 2.346840, 5.406454)  0.064
H (-0.318781, 0.835730, 6.275794)  0.058
H (-1.797011, 1.483810, 5.823594)  0.074
H (3.357379, 1.961690, 2.321174)  0.070
H (3.781099, 0.272940, 2.628504)  0.079
H (2.381129, 0.588660, 1.599144)  0.048
H (2.571849, 2.920130, 4.542774)  0.074
H (1.794549, 1.682110, 5.530884)  0.051
H (3.544309, 1.624700, 5.074374)  0.068
H (0.303189, -2.559700, 6.519564)  0.063
H (-0.723351, -1.943240, 5.364814)  0.058
H (0.422479, -3.144300, 4.767614)  0.074
H (3.325899, -0.670420, 5.162084)  0.050
H (2.891819, -2.147960, 4.304624)  0.080
H (2.925839, -2.093780, 6.138464)  0.077
C (1.130329, 0.222290, -1.075046)  -0.048
N (-0.259501, -0.248330, -1.140046)  -0.613
O (-1.040241, 0.198240, -0.310126)  -0.150
O (-0.435261, -1.147840, -1.927806)  -0.150
H (1.135409, 1.309320, -0.994786)  0.064
H (1.688659, -0.193040, -1.914016)  0.047
H (1.710239, -0.091860, -0.207236)  0.045
C (-1.204061, -4.251620, -1.524726)  0.037
N (-1.348141, -5.002990, -2.795186)  -0.462
O (-1.550751, -6.210460, -2.726516)  0.020
O (-1.010201, -4.362120, -3.764236)  0.062
H (-0.121381, -4.185420, -1.417386)  0.109
H (-1.741811, -4.828500, -0.772316)  0.090
H (-1.614111, -3.262360, -1.727966)  0.073

Atoms 1-2, force components in eV/Å:
0.09 -1.38 0.08
0.23 -1.96 -0.65

2S+1 ... 2
Gap between HOMO and LUMO (alpha / beta) ... 2.60 / 6.68 eV
Total charge ... -1
Relative energy (zero: lowest compared OMol25 entry of this formula, charge and spin) ... 0.000 eV
Total energy ... -2950.93174 hartree
E_HOMO (alpha / beta) ... -0.010 / -0.160 Ha



[2]
Computed, not measured: C20H60O10 as an isolated structure, with the ωB97M-V functional and the def2-TZVPD basis.

Last column: Löwdin charge in e.
Positions of all 90 atoms, in Å:
C (-3.213120, -3.153015, -1.573008)  -0.038
C (-1.698234, -3.250067, -1.875155)  -0.228
O (-1.055734, -2.485916, -0.901058)  -0.183
H (-3.540599, -3.344968, -0.551234)  0.086
H (-3.742277, -3.891629, -2.175127)  0.077
H (-3.688948, -2.242128, -1.936281)  0.087
H (-1.496070, -2.925371, -2.895846)  0.102
H (-1.211109, -4.208049, -1.693255)  0.131
H (-1.612358, -1.712345, -0.785477)  -0.116
C (-2.063276, 0.941420, 3.358234)  -0.064
C (-0.947119, 1.416417, 2.569907)  -0.218
O (-0.333019, 0.259152, 2.012998)  -0.023
H (-1.922386, -0.008969, 3.873011)  0.085
H (-2.959456, 0.868708, 2.742050)  0.075
H (-2.270626, 1.706569, 4.106355)  0.098
H (-0.321151, 1.868750, 3.339093)  0.117
H (-1.348193, 2.056451, 1.784036)  0.154
H (0.532072, 0.114895, 2.403392)  0.157
C (-2.032693, 0.666993, -2.750307)  -0.041
C (-1.884465, -0.750763, -2.379053)  -0.279
O (-2.480183, -0.958674, -1.143891)  -0.239
H (-1.472202, 1.296622, -2.059281)  0.061
H (-3.021327, 1.118115, -2.665495)  0.097
H (-1.657295, 0.807813, -3.763894)  0.098
H (-0.820472, -0.987008, -2.364728)  0.112
H (-2.331692, -1.349275, -3.172693)  0.130
H (-1.999405, -0.399964, -0.528832)  -0.073
C (-1.622545, -2.088328, 2.903168)  -0.136
C (-1.240911, -3.208124, 1.986212)  -0.235
O (0.126490, -3.029697, 1.522958)  -0.070
H (-2.568332, -2.336686, 3.384750)  0.087
H (-1.720580, -1.197271, 2.283085)  0.032
H (-0.936565, -1.888133, 3.726244)  0.095
H (-1.909154, -3.055204, 1.138767)  0.086
H (-1.379372, -4.195625, 2.426389)  0.124
H (0.185079, -2.176844, 1.086148)  0.018
C (-3.300169, -0.741984, 0.663230)  -0.091
C (-3.969594, -1.458127, 1.796226)  -0.288
O (-5.304950, -0.941752, 1.967624)  -0.083
H (-3.476701, 0.323349, 0.811578)  0.116
H (-3.603958, -1.061666, -0.333581)  0.077
H (-2.219349, -0.876470, 0.706242)  -0.003
H (-3.418646, -1.150672, 2.685065)  0.042
H (-3.894038, -2.544922, 1.760394)  0.118
H (-5.399597, -0.037359, 2.275396)  0.069
C (0.613885, 0.680203, -1.022357)  -0.054
C (-0.018192, -0.506981, -0.280310)  -0.218
O (-1.205552, -0.170675, 0.361745)  -0.088
H (1.492614, 0.265363, -1.516140)  0.073
H (0.927192, 1.506628, -0.384425)  0.052
H (0.116977, 0.996807, -1.939391)  0.057
H (0.740846, -0.798308, 0.445691)  0.139
H (-0.145809, -1.337928, -0.974105)  0.037
H (-0.957491, 0.272669, 1.176308)  -0.182
C (3.694599, -2.637279, -2.178955)  -0.095
C (2.498238, -2.090143, -2.893018)  -0.259
O (1.765848, -1.412531, -1.863634)  -0.124
H (3.489418, -3.102881, -1.214998)  0.087
H (4.482500, -1.891192, -2.075674)  0.060
H (4.159805, -3.378828, -2.828408)  0.073
H (2.019512, -2.944595, -3.371388)  0.120
H (2.828335, -1.325311, -3.595985)  0.117
H (0.840037, -1.639656, -1.977184)  0.055
C (3.420041, 1.893072, 0.103825)  -0.108
C (4.538640, 1.337358, -0.785380)  -0.290
O (5.674646, 1.199654, -0.025767)  -0.042
H (2.488621, 1.603306, -0.382574)  0.028
H (3.386343, 2.982267, 0.128788)  0.067
H (3.324028, 1.605139, 1.150710)  0.078
H (4.671484, 2.090973, -1.561598)  0.111
H (4.106163, 0.386467, -1.096629)  0.112
H (6.015224, 0.306436, -0.113881)  0.089
C (2.008173, 2.860217, -2.284898)  -0.067
C (1.601891, 3.775225, -1.172195)  -0.363
O (0.252404, 4.041696, -1.471234)  -0.039
H (1.238154, 2.102070, -2.427653)  0.057
H (2.992789, 2.511884, -1.972977)  0.042
H (2.179545, 3.446149, -3.187904)  0.093
H (2.246609, 4.653804, -1.195796)  0.135
H (1.665166, 3.377822, -0.159196)  -0.064
H (-0.237264, 3.902939, -0.657249)  0.074
C (1.715106, 3.342875, 1.241181)  -0.156
C (2.217361, 2.796693, 2.599712)  -0.254
O (1.339125, 1.842642, 3.072503)  -0.112
H (1.379758, 2.471687, 0.678443)  0.053
H (2.576063, 3.863920, 0.822421)  0.092
H (0.810182, 3.943034, 1.336155)  0.129
H (2.297335, 3.584181, 3.349092)  0.122
H (3.243394, 2.429504, 2.576703)  0.111
H (1.750486, 1.375375, 3.803273)  0.128

Atoms 1-2, force components in eV/Å:
-1.07 -1.93 -1.91
-0.86 -0.97 1.78

2S+1 ... 1
Gap between HOMO and LUMO ... 8.16 eV
Total charge ... 0
Relative energy (zero: lowest compared OMol25 entry of this formula, charge and spin) ... 23.872 eV
Total energy ... -1549.45895 hartree
E_HOMO ... -0.303 Ha



no.,largest force on an atom (Eh/bohr)
1,0.125
2,0.221